70
Properties=species:S:1:pos:R:3 method="wB97M-V/def2-TZVPD" s2=8.77 spin_multiplicity=6 homo_energy_ev="-14.2866 / -14.2867" charge=+3 homo_lumo_gap_ev="3.2 / 3.6"
Sm 0.51 -0.36 0.05
P -1.64 1.62 0.59
P -0.62 -2.53 1.58
P -1.39 -1.01 -1.98
H 2.95 -0.18 -1.40
C 2.07 0.12 -2.00
C 1.50 1.36 -1.83
H 1.89 2.08 -1.09
C -1.28 2.97 1.81
C -3.21 1.02 1.31
C -2.30 2.65 -0.77
C 0.47 -3.95 1.16
C -0.43 -2.33 3.40
C -2.32 -3.18 1.36
C -1.25 -0.11 -3.57
C -3.19 -1.08 -1.76
C -0.98 -2.72 -2.51
H 1.89 -0.54 -2.85
H 0.76 1.81 -2.51
H -0.33 3.45 1.54
H -1.17 2.56 2.82
H -2.10 3.72 1.79
H -3.01 0.51 2.26
H -3.69 0.30 0.64
H -3.89 1.87 1.49
H -1.48 3.19 -1.24
H -3.03 3.36 -0.36
H -2.77 2.02 -1.53
H 0.27 -4.83 1.78
H 1.52 -3.65 1.29
H 0.36 -4.23 0.10
H -0.62 -3.25 3.99
H -1.13 -1.55 3.75
H 0.58 -1.98 3.63
H -2.57 -4.01 2.03
H -2.47 -3.52 0.33
H -3.04 -2.37 1.55
H -1.76 -0.69 -4.36
H -0.20 0.03 -3.85
H -1.72 0.88 -3.48
H -3.63 -1.56 -2.65
H -3.60 -0.06 -1.66
H -3.44 -1.67 -0.87
H -1.56 -2.94 -3.41
H -1.23 -3.45 -1.73
H 0.09 -2.81 -2.74
C 1.04 -6.26 -2.57
C 1.78 -7.46 -2.71
C 2.64 -7.53 -3.81
C 2.69 -6.52 -4.77
C 1.73 -5.51 -4.72
C 0.81 -5.46 -3.69
O 0.69 -5.61 -1.39
H 0.66 -6.19 -0.58
H 1.69 -8.30 -2.03
H 3.32 -8.37 -3.92
H 3.45 -6.52 -5.55
H 1.72 -4.72 -5.48
H -0.01 -4.75 -3.71
C 3.32 1.99 3.74
C 2.04 1.55 4.09
C 1.23 0.95 3.12
N 1.68 0.74 1.85
C 2.89 1.26 1.47
C 3.74 1.86 2.41
H 3.95 2.45 4.50
H 1.62 1.65 5.10
H 0.20 0.61 3.30
H 3.16 1.19 0.41
H 4.72 2.22 2.09

***

70
Properties=species:S:1:pos:R:3 method="wB97M-V/def2-TZVPD" s2=8.85 spin_multiplicity=6 homo_energy_ev="-16.6950 / -16.7268" charge=+3 homo_lumo_gap_ev="4.9 / 6.2"
Sm 0.53 0.26 1.01
P -2.03 0.02 2.37
P -1.65 -2.15 -0.52
P -1.78 1.18 -1.31
H 4.72 3.28 0.83
C 3.98 4.03 1.05
C 2.74 3.51 1.27
H 2.62 2.46 1.02
C -1.57 -0.68 4.02
C -3.75 -0.60 2.16
C -2.29 1.80 2.73
C -1.06 -3.03 -2.04
C -1.79 -3.69 0.48
C -3.41 -2.13 -1.05
C -1.20 2.89 -1.66
C -3.57 1.53 -1.00
C -1.86 0.59 -3.07
H 4.22 5.08 1.13
H 1.85 4.05 1.71
H -0.49 -0.55 4.23
H -1.83 -1.73 4.03
H -2.16 -0.13 4.76
H -3.71 -1.69 2.02
H -4.23 -0.07 1.33
H -4.23 -0.35 3.11
H -1.37 2.41 2.69
H -2.68 1.81 3.77
H -3.04 2.23 2.06
H -1.74 -3.87 -2.20
H -0.04 -3.41 -1.91
H -1.06 -2.38 -2.92
H -2.20 -4.48 -0.17
H -2.47 -3.55 1.33
H -0.82 -4.03 0.86
H -3.71 -3.17 -1.29
H -3.57 -1.52 -1.95
H -4.07 -1.77 -0.25
H -1.80 3.30 -2.49
H -0.12 2.90 -1.91
H -1.38 3.48 -0.75
H -3.92 2.30 -1.70
H -3.72 1.88 0.03
H -4.15 0.61 -1.16
H -2.17 1.42 -3.72
H -2.58 -0.24 -3.18
H -0.84 0.25 -3.34
C 2.66 0.89 -2.59
C 3.39 1.59 -1.65
C 4.13 2.71 -2.05
C 4.20 3.06 -3.40
C 3.55 2.24 -4.36
C 2.77 1.17 -3.97
Se 1.43 -0.31 -1.74
H 1.72 1.07 -0.78
H 3.39 1.27 -0.63
H 4.60 3.34 -1.26
H 4.72 3.95 -3.72
H 3.68 2.48 -5.42
H 2.25 0.49 -4.67
C 3.17 -3.69 2.88
C 3.67 -2.76 1.95
C 2.78 -1.88 1.32
N 1.44 -1.99 1.51
C 0.97 -2.80 2.49
C 1.81 -3.72 3.13
H 3.86 -4.35 3.42
H 4.74 -2.65 1.73
H 3.15 -1.05 0.71
H -0.05 -2.69 2.85
H 1.36 -4.41 3.83

***

85
Properties=species:S:1:pos:R:3 method="wB97M-V/def2-TZVPD" smiles="C[C@H]1COC(=O)O1.COC(=O)OC.COC(=O)OC.COC(=O)OC.COC(=O)OC.COC(=O)OC.COC(=O)OC" homo_energy_ev=-10.0178 charge=0 homo_lumo_gap_ev=10.2
C 2.06 4.33 0.35
C 2.40 3.52 1.58
C 1.55 2.25 1.79
O 2.52 1.18 1.80
C 3.77 1.67 1.63
O 4.72 0.98 1.65
O 3.74 2.98 1.36
H 2.61 5.27 0.32
H 0.98 4.44 0.24
H 2.31 3.83 -0.60
H 2.45 4.18 2.44
H 0.87 2.06 0.95
H 1.06 2.23 2.76
C 1.61 -0.66 -1.00
O 2.93 -0.09 -1.07
C 3.95 -0.95 -1.06
O 3.92 -2.03 -0.59
O 4.99 -0.33 -1.63
C 6.18 -1.09 -1.71
H 1.20 -0.83 -2.00
H 1.04 0.03 -0.39
H 1.67 -1.68 -0.59
H 7.02 -0.44 -1.91
H 6.11 -1.89 -2.44
H 6.39 -1.54 -0.73
C -2.19 3.39 -0.54
O -2.58 2.30 -1.33
C -1.98 1.14 -1.08
O -1.24 0.89 -0.18
O -2.36 0.25 -2.00
C -1.75 -1.04 -2.00
H -1.31 3.20 0.06
H -3.00 3.78 0.07
H -1.90 4.22 -1.19
H -2.01 -1.57 -2.90
H -2.17 -1.63 -1.18
H -0.67 -0.95 -1.90
C -0.26 8.57 -0.14
O -0.77 7.26 0.08
C -1.56 7.01 1.11
O -2.05 7.84 1.79
O -1.70 5.70 1.17
C -2.66 5.17 2.08
H -1.05 9.32 0.04
H 0.08 8.66 -1.15
H 0.46 8.82 0.65
H -3.67 5.24 1.70
H -2.61 5.70 3.03
H -2.39 4.13 2.28
C 2.16 -3.70 -3.89
O 0.94 -4.15 -3.35
C 0.94 -4.34 -2.02
O 1.73 -3.93 -1.24
O -0.20 -4.97 -1.70
C -0.52 -4.93 -0.32
H 2.43 -2.74 -3.42
H 2.09 -3.52 -4.96
H 2.99 -4.38 -3.70
H -0.74 -3.92 0.04
H 0.33 -5.23 0.31
H -1.30 -5.67 -0.17
C -6.00 -3.46 -1.70
O -5.13 -4.31 -0.97
C -4.91 -5.49 -1.52
O -5.21 -5.78 -2.60
O -4.36 -6.34 -0.68
C -4.06 -5.95 0.66
H -5.44 -2.89 -2.44
H -6.51 -2.79 -1.02
H -6.74 -4.07 -2.22
H -3.19 -5.29 0.67
H -3.83 -6.86 1.20
H -4.87 -5.43 1.17
C -0.83 -0.68 2.31
O 0.06 -1.54 1.60
C 1.25 -1.83 2.11
O 1.98 -2.62 1.60
O 1.50 -1.19 3.25
C 2.77 -1.39 3.85
H -1.84 -0.79 1.94
H -0.57 0.35 2.06
H -0.80 -0.80 3.40
H 2.73 -0.79 4.77
H 3.56 -0.98 3.23
H 2.89 -2.42 4.16

***

111
Properties=species:S:1:pos:R:3 method="wB97M-V/def2-TZVPD" s2=0.76 spin_multiplicity=2 homo_energy_ev="-12.6471 / -12.6471" charge=+1 homo_lumo_gap_ev="8.5 / 2.9"
O 2.52 2.02 -1.67
C 3.01 3.04 -2.09
O 2.29 4.24 -2.00
C 3.01 5.30 -2.54
C 3.92 4.52 -3.54
C 4.32 3.23 -2.75
H 3.44 5.90 -1.73
H 2.29 5.88 -3.12
H 4.78 5.05 -3.95
H 3.48 4.27 -4.50
H 4.91 3.46 -1.87
H 4.86 2.44 -3.27
C 2.38 6.36 1.93
C 1.72 5.18 1.24
O 0.43 5.43 1.14
S 0.07 7.01 1.37
O -0.55 7.31 2.67
O -0.47 7.65 0.17
O 1.59 7.43 1.49
H 3.42 6.43 1.60
H 2.38 6.46 3.01
H 1.86 4.21 1.72
H 2.10 5.08 0.22
C 2.26 -0.58 -4.32
C 3.64 -1.01 -3.83
O 3.73 -2.40 -3.62
S 2.33 -3.12 -4.05
O 1.51 -3.34 -2.93
O 2.52 -4.21 -4.95
O 1.82 -1.79 -4.89
H 2.13 0.31 -4.93
H 1.65 -0.38 -3.44
H 4.04 -0.55 -2.93
H 4.46 -0.85 -4.54
C -1.03 -1.44 5.99
C -1.36 -0.45 4.81
O -0.08 0.08 4.43
S 1.14 -0.95 4.79
O 2.24 -0.07 5.17
O 1.40 -1.96 3.77
O 0.35 -1.68 6.06
H -1.55 -2.37 5.75
H -1.58 -1.10 6.88
H -2.10 0.25 5.19
H -1.89 -0.86 3.95
C -1.31 -6.34 -0.26
C -0.54 -5.45 -1.17
O 0.21 -4.68 -0.28
S -0.59 -4.28 1.16
O -1.22 -3.03 1.05
O 0.22 -4.62 2.33
O -1.76 -5.48 0.81
H -0.71 -7.16 0.14
H -2.15 -6.70 -0.83
H -1.14 -4.81 -1.82
H 0.24 -6.08 -1.61
C 3.71 -3.86 0.81
C 3.51 -3.59 -0.70
O 3.18 -4.95 -0.99
S 4.37 -5.93 -0.37
O 5.67 -5.84 -1.06
O 3.88 -7.30 -0.09
O 4.41 -5.09 1.01
H 2.68 -4.00 1.14
H 4.08 -3.03 1.41
H 4.29 -3.45 -1.45
H 2.64 -2.98 -0.93
C -5.75 -0.04 -0.50
C -4.65 0.88 -1.06
O -5.32 2.07 -1.56
S -6.91 2.08 -1.10
O -7.76 1.60 -2.20
O -7.20 3.35 -0.55
O -6.67 0.87 0.01
H -5.26 -0.83 0.08
H -6.09 -0.56 -1.40
H -3.90 0.56 -1.77
H -4.11 1.09 -0.13
C -0.26 -0.78 -1.30
C -0.98 0.42 -1.79
O -1.33 1.27 -0.72
S -0.18 1.14 0.53
O -0.83 1.29 1.83
O 0.93 2.13 0.32
O 0.06 -0.41 0.03
H 0.62 -1.17 -1.80
H -1.00 -1.58 -1.28
H -1.85 0.20 -2.41
H -0.16 0.91 -2.32
C -4.69 -4.35 -3.87
C -5.74 -3.29 -3.43
O -5.60 -3.20 -2.04
S -4.06 -3.64 -1.52
O -4.09 -4.77 -0.50
O -3.30 -2.45 -1.29
O -3.61 -4.26 -2.97
H -4.34 -4.10 -4.87
H -5.08 -5.36 -3.89
H -6.73 -3.62 -3.73
H -5.54 -2.27 -3.76
C -0.65 3.65 5.40
C 0.24 3.65 4.19
O 1.43 4.28 4.49
S 1.46 5.08 5.89
O 0.99 6.46 5.70
O 2.58 4.91 6.79
O 0.26 3.98 6.40
H -1.04 2.64 5.54
H -1.34 4.46 5.18
H -0.18 4.21 3.36
H 0.55 2.67 3.81

***

It is found that the largest force on an atom values, taken in the order of the records, are 0.04545 0.05417 0.07305 0.11132 Eh/bohr.